(1)
Here is a structure of composition C4H6N5OS at a distorted geometry from OMol25. Energies are from ωB97M-V/def2-TZVPD.

## Properties
F_max = 4.514 eV/Å
highest occupied orbital energy = -14.13 eV
frontier orbital gap = 0.307 Ha
E_tot = -902.7946 Eh
relative energy (zero: lowest compared OMol25 entry of this formula, charge and spin) = 23.4 kcal per mole

```
! RIJCOSX wB97M-V def2-TZVPD def2/J DEFGRID3
* xyz 1 1
C -1.050 0.883 -1.529
C -1.121 1.250 -0.242
C -0.500 -1.214 0.346
C 0.051 0.160 0.826
N 1.606 0.304 -0.959
N 2.822 0.546 -1.194
N 2.452 0.512 1.082
N 1.400 0.323 0.394
N -1.587 -1.636 1.029
O -0.001 -1.788 -0.569
S 3.668 0.747 0.160
H -1.775 1.415 -2.207
H -0.520 0.046 -1.821
H -1.312 2.257 0.113
H -0.231 0.321 1.859
H -2.055 -1.503 1.889
H -1.846 -2.621 0.823
*
```

natural (NBO) atomic charge list, values in e, 6 entries: -0.351, -0.138, 0.679, -0.219, 0.085, -0.328

(2)
Here is a structure of composition C36H41CrI2N6O2 from OMol25. Energies are from ωB97M-V/def2-TZVPD.

## Properties
F_max = 0.228 eV/Å
highest occupied orbital energy (alpha / beta) = -9.99 / -10.12 eV
frontier orbital gap (alpha / beta) = 0.268 / 0.269 Ha
E_tot = -3515.1790 Eh
relative energy (zero: lowest compared OMol25 entry of this formula, charge and spin) = 15.6 kcal per mole

```
! RIJCOSX wB97M-V def2-TZVPD def2/J DEFGRID3
* xyz 1 5
Cr 0.118 -0.915 -1.725
C -1.888 -2.879 -3.388
C -2.008 -1.413 -3.028
C -1.292 -0.398 -3.707
C -0.313 -0.709 -4.821
C -1.619 0.961 -3.476
C -0.883 2.013 -4.264
C -2.665 1.299 -2.620
C -3.011 2.743 -2.354
C -3.400 0.287 -1.978
C -4.620 0.650 -1.169
C -3.024 -1.047 -2.114
C -3.747 -2.130 -1.354
H -1.538 -3.489 -2.556
H -1.205 -3.059 -4.209
H -2.874 -3.250 -3.673
H 0.615 -0.146 -4.720
H -0.750 -0.422 -5.781
H -0.033 -1.753 -4.859
H 0.194 1.843 -4.271
H -1.063 3.018 -3.897
H -1.201 1.995 -5.310
H -2.118 3.362 -2.285
H -3.550 2.858 -1.418
H -3.632 3.165 -3.148
H -4.359 0.969 -0.157
H -5.309 -0.185 -1.086
H -5.166 1.468 -1.634
H -4.622 -2.491 -1.900
H -4.093 -1.777 -0.384
H -3.104 -2.990 -1.181
I 1.787 -5.006 -4.350
C 2.473 -4.169 -2.580
C 3.527 -4.780 -1.874
C 4.012 -4.254 -0.707
I 5.570 -5.230 0.275
C 3.443 -3.062 -0.181
C 3.845 -2.408 1.003
C 3.215 -1.262 1.405
C 2.159 -0.752 0.636
N 1.757 -1.331 -0.475
C 2.386 -2.472 -0.898
C 1.883 -3.012 -2.117
O 0.905 -2.380 -2.717
H 3.956 -5.688 -2.275
H 4.657 -2.824 1.585
H 3.507 -0.747 2.309
H 1.630 0.136 0.947
C 1.271 2.310 -1.349
C 0.123 1.898 -0.497
N -0.455 0.709 -0.515
C -1.455 0.734 0.431
C -1.482 1.951 1.020
N -0.474 2.683 0.425
C -0.057 4.005 0.868
N 0.269 3.983 2.258
N -0.701 4.257 3.173
N -0.301 3.934 4.332
C 0.963 3.390 4.226
C 1.809 2.858 5.202
C 3.008 2.340 4.775
C 3.373 2.352 3.413
C 2.552 2.877 2.439
C 1.335 3.400 2.882
H 1.585 1.469 -1.967
H 2.131 2.613 -0.751
H 1.007 3.135 -2.013
H -2.057 -0.131 0.641
H -2.087 2.363 1.809
H -0.864 4.723 0.724
H 0.811 4.310 0.285
H 1.522 2.859 6.244
H 3.698 1.920 5.494
H 4.336 1.949 3.128
H 2.854 2.898 1.402
C -0.224 -2.445 4.447
C 0.418 -1.085 4.728
C -0.121 -0.247 3.582
O -0.117 -1.123 2.459
C -0.378 -2.456 2.919
H -1.198 -2.514 4.931
H 0.381 -3.276 4.803
H 1.505 -1.147 4.662
H 0.157 -0.685 5.706
H 0.499 0.618 3.334
H -1.139 0.106 3.792
H 0.341 -3.117 2.428
H -1.385 -2.756 2.614
*
```

Mulliken atomic charge list, values in e, 6 entries: 0.284, -2.453, 0.775, 0.186, -2.173, 1.694

(3)
Here is the molecule C20H19NO4 at a distorted geometry from OMol25. Energies are from ωB97M-V/def2-TZVPD.

## Properties
SMILES = CCOc1cc(/C=C2/C(=O)ON=C2C)ccc1OCc1ccccc1
F_max = 1.087 eV/Å
highest occupied orbital energy = -8.55 eV
frontier orbital gap = 0.284 Ha
E_tot = -1129.1768 Eh
relative energy (zero: lowest compared OMol25 entry of this formula, charge and spin) = 75.3 kcal per mole

```
! RIJCOSX wB97M-V def2-TZVPD def2/J DEFGRID3
* xyz 0 1
C -0.710 -2.619 0.185
C -0.544 -2.093 -1.238
O -0.994 -0.761 -1.382
C -0.247 0.263 -0.912
C 1.026 0.166 -0.375
C 1.698 1.297 0.100
C 3.012 1.207 0.685
C 4.049 0.403 0.359
C 5.291 0.401 1.177
O 5.535 0.987 2.195
O 6.159 -0.446 0.563
N 5.593 -0.933 -0.599
C 4.392 -0.492 -0.731
C 3.609 -0.841 -1.943
C 1.062 2.539 0.053
C -0.192 2.653 -0.512
C -0.854 1.537 -1.002
O -2.087 1.628 -1.589
C -3.155 1.962 -0.705
C -3.364 0.861 0.301
C -4.173 -0.225 -0.004
C -4.304 -1.273 0.890
C -3.618 -1.250 2.093
C -2.801 -0.175 2.399
C -2.673 0.875 1.507
H -0.412 -3.663 0.225
H -0.105 -2.052 0.888
H -1.750 -2.533 0.487
H 0.495 -2.191 -1.577
H -1.181 -2.664 -1.918
H 1.500 -0.793 -0.251
H 3.215 1.893 1.503
H 2.999 -1.724 -1.758
H 2.960 -0.018 -2.231
H 4.298 -1.077 -2.750
H 1.569 3.415 0.429
H -0.673 3.618 -0.578
H -2.953 2.915 -0.198
H -4.025 2.076 -1.355
H -4.697 -0.248 -0.948
H -4.940 -2.112 0.646
H -3.718 -2.069 2.790
H -2.260 -0.155 3.334
H -2.033 1.711 1.749
*
```

natural (NBO) atomic charge list, values in e, 6 entries: -0.642, -0.061, -0.495, 0.344, -0.288, -0.106